Entry 1:
27
Properties=species:S:1:pos:R:3 method="wB97M-V/def2-TZVPD" multiplicity=3 orbital_gap_ev="4.69 / 7.37" e_lumo_ev="0.79 / -1.88" homo_ev="-3.90 / -9.25"
C -4.3071 -1.1931 0.4778
C -3.6871 0.8165 -0.6072
C -5.6567 -0.6582 0.4829
C -5.0155 1.0768 -0.7797
C -3.2307 -0.3799 -0.0825
C 4.4142 -0.2840 -1.3642
C 3.3887 1.6686 0.6311
C -1.7551 -0.6544 -0.0952
C -1.0855 0.4231 0.7599
C 0.0799 0.9996 0.4808
N -6.0212 0.4179 -0.1827
S 3.3552 0.0707 0.1774
H -4.1774 -2.0599 1.1072
H -2.9123 1.5100 -1.0153
H -6.4685 -1.0726 1.0327
H -5.1943 2.0258 -1.3628
H 4.1039 0.6095 -2.0530
H 5.3610 -0.2310 -0.9199
H 3.7629 1.8147 1.6193
H 2.7752 2.3688 0.1631
H -1.4935 -1.5502 0.4965
H -1.4100 -0.6423 -1.1209
H -1.7085 0.5622 1.6847
H 4.2717 -1.2415 -1.9440
H 0.3030 1.9024 1.1141
H 0.5297 1.0199 -0.4304
H 2.0223 -0.2167 -0.4048



Entry 2:
54
Properties=species:S:1:pos:R:3 method="wB97M-V/def2-TZVPD" multiplicity=1 orbital_gap_ev=7.73 total_charge=-1 e_lumo_ev=2.57 homo_ev=-5.16
C 4.5895 -2.0354 -0.2073
Si 3.5476 -0.6070 0.5652
C 4.1056 -0.4868 2.4254
C 1.6690 -0.9323 0.5908
C 1.0006 -1.2108 -0.8429
C -0.5662 -0.8236 -0.9214
C -1.5526 -2.0859 -1.0815
C -2.6371 -2.1551 0.1217
C -4.1527 -2.2727 -0.3716
C -4.7835 -0.9175 -0.9544
C -4.3540 0.4198 -0.1790
O -4.6651 1.5599 -1.0771
C -5.9255 2.1130 -0.7739
O -5.9895 3.1280 -0.0310
O -7.1680 1.6189 -1.3130
C 4.0226 1.1154 -0.1959
C 5.5215 1.4372 -0.4578
C 5.9334 2.7766 -1.1027
C 4.8368 3.8023 -1.4676
C 3.3507 3.4960 -1.1930
C 2.9271 2.1508 -0.5428
H 4.3965 -3.0473 0.2818
H 4.4850 -2.1106 -1.3408
H 5.6972 -1.7785 0.0107
H 5.2231 -0.2188 2.3941
H 3.8938 -1.4608 2.9801
H 3.5184 0.3965 2.8586
H 1.1124 -0.0530 1.0932
H 1.4703 -1.8416 1.2702
H 1.5361 -0.5535 -1.6286
H 1.1570 -2.3024 -1.1781
H -0.7066 -0.1845 -1.8768
H -0.8992 -0.1427 -0.0509
H -0.8902 -3.0312 -1.0162
H -2.0713 -2.1027 -2.1113
H -2.4084 -3.1338 0.6954
H -2.4525 -1.3132 0.8767
H -4.7981 -2.5818 0.5376
H -4.3140 -3.0850 -1.1680
H -4.6242 -0.7706 -2.0837
H -5.9311 -1.0094 -0.8239
H -4.9808 0.5462 0.7794
H -3.2310 0.4986 0.0285
H -7.5868 1.0902 -0.5992
H 6.3407 0.6875 -0.2017
H 7.0299 3.0276 -1.2970
H 5.1396 4.7958 -1.9426
H 2.5118 4.2280 -1.4704
H 1.8435 1.8891 -0.3122
C -2.0216 0.2895 2.8661
O -1.3413 0.5159 1.8208
O -2.4480 1.4474 3.4441
O -2.3416 -0.7796 3.4126
H -2.0188 1.9979 2.7614



Entry 3:
23
Properties=species:S:1:pos:R:3 method="wB97M-V/def2-TZVPD" multiplicity=1 orbital_gap_ev="7.82 / 8.29" e_lumo_ev="1.07 / 1.07" homo_ev="-6.75 / -7.21"
C 1.6447 -1.5275 0.0628
C 0.5298 -1.5922 0.8089
C 2.0148 -0.2091 -0.5745
C -0.3187 -0.4149 0.9239
C -1.9758 1.1937 0.2331
C -1.4880 -0.7803 -1.2169
C -1.6503 -0.2189 0.2544
N 1.1217 0.8363 -0.3002
N 1.6206 1.8964 0.3766
H 2.2652 -2.3267 0.1577
H 0.5259 -2.4665 1.4979
H 3.0616 0.1478 -0.1648
H 2.2787 -0.3206 -1.6960
H -0.2318 0.0213 1.8306
H -2.9261 1.4685 -0.2238
H -1.2602 1.6933 -0.2800
H -2.0891 1.6523 1.2016
H -1.1780 -1.7503 -1.0271
H -0.5564 -0.2803 -1.6604
H -2.3390 -0.6655 -1.8722
H -2.5178 -0.9550 0.6485
H 0.9300 2.5852 0.4168
H 2.5381 2.0130 0.6031



Entry 4:
7
Properties=species:S:1:pos:R:3 method="wB97M-V/def2-TZVPD" multiplicity=1 orbital_gap_ev=8.33 e_lumo_ev=-1.47 homo_ev=-9.79
O 2.0668 0.2637 -1.7287
O -2.1056 -0.7302 0.0099
P 0.8658 1.0466 -1.3319
S -0.6955 -0.7724 0.3467
H -0.8363 -1.8296 1.4859
H 1.3932 1.8191 -0.2017
H -0.6885 0.2027 1.4198



Entry 5:
108
Properties=species:S:1:pos:R:3 method="wB97M-V/def2-TZVPD" multiplicity=1 orbital_gap_ev=8.97 e_lumo_ev=-0.28 homo_ev=-9.24
C 0.5676 1.1214 -0.0539
C -0.4813 0.4492 0.8257
C -1.8621 1.1211 0.7202
O -0.5344 -0.9394 0.6149
H 0.6084 2.2121 -0.0238
H 0.5039 0.8194 -1.1090
H 1.5582 0.7825 0.2560
H -0.0978 0.7362 1.8105
H -1.7986 2.1858 0.5020
H -2.3622 1.0204 1.6933
H -2.5572 0.5944 0.0618
H -0.9110 -1.0716 -0.2852
C 3.6044 -1.4635 -1.7958
O 3.8412 -0.4772 -1.0875
N 3.6651 -2.7321 -1.3464
N 3.3676 -1.3164 -3.1244
H 3.3420 -3.4556 -1.9633
H 3.9567 -2.9071 -0.4047
H 3.3229 -2.0857 -3.7670
H 3.5943 -0.4126 -3.5085
C -3.1260 -5.3593 -1.6612
O -3.1077 -6.5553 -1.4103
N -2.6098 -4.4241 -0.8217
N -3.7904 -4.8114 -2.7212
H -2.5372 -3.4341 -0.9854
H -2.1999 -4.6928 0.0511
H -3.9292 -3.8128 -2.6761
H -4.3766 -5.3471 -3.3294
C 2.9134 1.9259 3.9625
O 3.4416 0.9473 3.4354
N 2.5291 1.8980 5.2864
N 2.6805 3.0853 3.3245
H 2.5854 2.7951 5.7435
H 2.7037 1.1225 5.8953
H 2.9331 3.2141 2.3524
H 2.2704 3.8312 3.8562
C -3.7673 -2.6345 1.8671
O -4.5043 -2.1387 1.0230
N -2.4053 -2.6493 1.8025
N -4.2389 -3.2609 2.9965
H -1.8679 -2.0553 1.1752
H -1.9422 -3.1595 2.5508
H -5.1541 -3.1408 3.3810
H -3.5813 -3.8170 3.5165
C 4.6347 2.9901 0.2627
O 4.5399 3.8788 1.1117
N 4.9574 3.2302 -1.0424
N 4.5516 1.6770 0.5674
H 5.3824 2.4796 -1.5556
H 4.7498 4.0876 -1.5157
H 4.3216 1.3999 1.5122
H 4.4391 0.9330 -0.1203
C 2.3248 1.7092 -4.5327
O 3.1654 1.0100 -5.0884
N 2.1801 1.7747 -3.1647
N 1.4357 2.4822 -5.2295
H 2.7724 1.3058 -2.4995
H 1.2469 2.0808 -2.9462
H 0.8895 3.0982 -4.6509
H 1.1825 2.3077 -6.1811
C 1.3872 5.7847 -1.3824
O 1.4308 6.5722 -2.3152
N 1.5900 4.4302 -1.5729
N 1.2162 6.1248 -0.0907
H 1.3432 3.7569 -0.8733
H 1.8397 4.2034 -2.5170
H 1.3434 7.0794 0.1865
H 0.9870 5.4403 0.6258
C -4.8447 -0.5161 -2.3715
O -4.2734 0.2083 -3.1901
N -4.1956 -1.3895 -1.5733
N -6.2200 -0.4377 -2.1504
H -4.5895 -1.6865 -0.6715
H -3.1783 -1.4194 -1.6866
H -6.7136 0.1361 -2.8122
H -6.5520 -1.3834 -2.0155
C -0.5313 4.4693 2.8261
O 0.1069 4.2900 1.7911
N -0.4317 3.5526 3.8327
N -1.5127 5.3955 2.9666
H 0.1442 2.8217 3.4351
H -1.2112 3.3010 4.4132
H -1.6874 6.0169 2.1978
H -2.0172 5.4869 3.8273
C -0.8216 -2.0793 4.6446
O -1.1159 -3.1916 4.1944
N -1.4402 -1.5692 5.7291
N 0.2453 -1.3818 4.1441
H -2.2175 -2.1243 6.0386
H -1.2448 -0.6550 6.0861
H 0.1138 -0.3860 4.2192
H 0.7301 -1.7485 3.3457
C 0.7632 -4.6470 -0.9778
O 1.3117 -4.2135 -2.0061
N 0.3489 -5.9340 -0.9146
N 0.6159 -3.8834 0.1289
H 0.4283 -6.4978 -1.7390
H -0.1527 -6.2703 -0.1135
H 0.7990 -2.8920 0.1260
H 0.0431 -4.2490 0.8707
C -0.8260 -1.1149 -2.8229
O -1.5086 -1.4520 -1.8350
N -1.1425 -0.0951 -3.6564
N 0.1706 -1.9253 -3.2297
H -1.9323 0.4480 -3.3327
H -0.7609 -0.0676 -4.5803
H 0.7379 -1.6714 -4.0189
H 0.4041 -2.7890 -2.7366



Entry 6:
9
Properties=species:S:1:pos:R:3 method="wB97M-V/def2-TZVPD" multiplicity=1 smiles="NC(=O)NP=O" orbital_gap_ev=10.32 e_lumo_ev=0.06 homo_ev=-10.26
N 0.0653 -1.2568 -0.9522
C -0.9532 -0.5691 -0.3109
O -2.1128 -0.6045 -0.3712
N -0.1453 0.4856 0.8858
P 1.3548 1.1073 0.3917
O 1.7612 2.0739 1.3558
H 0.8710 -0.6199 -0.8043
H -0.1698 -1.2809 -1.8908
H -0.6712 0.6644 1.6961



Entry 7:
17
Properties=species:S:1:pos:R:3 method="wB97M-V/def2-TZVPD" multiplicity=1 smiles="C=C[Si](C)(C)C(=O)[O-]" orbital_gap_ev=6.94 total_charge=-1 e_lumo_ev=3.86 homo_ev=-3.09
C 0.7451 -2.0489 0.9855
C -0.2634 -1.6564 0.2128
Si -1.0477 0.0582 0.1460
C -0.7855 0.6439 -1.6731
C 0.0371 1.2481 1.1932
C -3.2471 -0.0960 0.1265
O -3.8629 0.6441 0.8723
O -3.5496 -0.9216 -0.7206
H 1.0997 -3.0719 1.0288
H 1.2814 -1.3508 1.6135
H -0.7572 -2.4141 -0.3887
H 0.2156 0.4319 -2.0553
H -1.5028 0.1397 -2.3148
H -0.9593 1.7158 -1.7714
H 0.1356 0.8995 2.2185
H 1.0392 1.3314 0.7711
H -0.3886 2.2474 1.2286